Record 1
Below is C22H21N4O6SW as an isolated structure in a non-equilibrium geometry, with properties calculated with ωB97M-V/def2-TZVPD.

Structure (XYZ):
```
55
Properties=species:S:1:pos:R:3:nbo_charge:R:1
W -0.32 0.68 -0.27 1.816
C -0.56 -1.68 3.56 -0.691
C -0.70 -1.11 2.19 0.350
N -0.02 -0.11 1.72 -0.348
N 0.94 0.48 2.52 -0.344
C 1.48 1.44 1.86 0.561
O 1.02 1.70 0.62 -0.671
C 2.57 2.27 2.35 -0.106
C 3.14 2.00 3.59 -0.158
C 4.18 2.78 4.06 -0.206
C 4.64 3.85 3.29 -0.156
C 4.07 4.12 2.05 -0.210
C 3.04 3.34 1.58 -0.173
C -1.62 -1.68 1.23 0.084
C -2.40 -2.80 1.47 -0.178
C -3.19 -3.31 0.45 -0.144
C -3.14 -2.72 -0.80 -0.154
C -2.34 -1.60 -0.97 0.069
N -1.62 -1.06 0.02 -0.484
H 0.13 -1.09 4.17 0.270
H -0.19 -2.70 3.50 0.261
H -1.54 -1.71 4.05 0.253
H 2.78 1.17 4.18 0.233
H 4.63 2.57 5.01 0.232
H 5.46 4.46 3.65 0.232
H 4.44 4.95 1.46 0.231
H 2.59 3.55 0.62 0.225
H -2.39 -3.27 2.44 0.241
H -3.82 -4.18 0.63 0.247
H -3.75 -3.04 -1.63 0.326
H -2.28 -1.12 -1.95 0.250
C 2.55 0.68 -2.58 -0.729
C 1.14 0.64 -2.13 0.798
O 0.56 -0.46 -1.73 -0.629
O 0.42 1.68 -2.00 -0.632
H 2.59 0.25 -3.59 0.284
H 3.16 0.05 -1.94 0.266
H 2.90 1.70 -2.61 0.261
N -1.72 2.09 0.66 -0.802
C -2.76 1.68 -0.24 0.182
C -2.49 1.79 -1.61 -0.317
C -3.30 1.08 -2.50 -0.174
C -4.31 0.28 -2.03 -0.277
C -4.66 0.31 -0.67 -0.122
C -3.89 1.00 0.23 -0.283
S -5.06 -1.01 -3.06 2.435
O -5.05 -2.11 -2.10 -1.030
O -6.35 -0.50 -3.41 -0.946
O -4.09 -1.15 -4.12 -0.992
H -1.50 3.08 0.63 0.415
H -1.93 1.85 1.63 0.407
H -1.72 2.46 -1.98 0.264
H -3.08 1.07 -3.56 0.271
H -5.49 -0.30 -0.35 0.263
H -4.10 0.96 1.29 0.231
```

Results
Charge: +1
HOMO level (spin up / spin down): -11.232 / -11.230 eV
Orbital gap (spin up / spin down): 0.225 / 0.233 Eh

Record 2
Below is C22H21O6PZn as an isolated structure in a non-equilibrium geometry, with properties calculated with ωB97M-V/def2-TZVPD.

Structure (XYZ):
```
51
Properties=species:S:1:pos:R:3:nbo_charge:R:1
Zn 0.28 -0.56 0.05 1.723
O -0.33 -0.66 3.75 -0.588
C 0.05 -0.71 2.61 0.644
O -0.35 0.11 1.65 -0.953
C 1.09 -1.81 2.16 0.645
O 1.67 -2.48 2.98 -0.593
O 1.26 -1.91 0.85 -0.960
C -2.11 -3.16 -2.58 -0.640
C -1.08 -2.15 -2.14 -0.068
O -1.36 -1.66 -0.81 -0.781
H -1.90 -3.48 -3.60 0.224
H -3.11 -2.72 -2.55 0.218
H -2.09 -4.04 -1.93 0.210
H -1.08 -1.27 -2.78 0.190
H -0.07 -2.58 -2.16 0.178
H -1.58 -2.41 -0.25 0.500
O 0.85 0.27 -1.60 -1.223
P 1.83 1.32 -2.06 1.931
C 1.05 2.94 -2.08 -0.366
C -0.34 2.98 -2.15 -0.200
C -0.99 4.20 -2.13 -0.192
C -0.26 5.37 -2.05 -0.182
C 1.12 5.34 -1.99 -0.212
C 1.79 4.12 -2.00 -0.197
C 2.42 0.91 -3.71 -0.356
C 2.88 -0.39 -3.93 -0.203
C 3.34 -0.76 -5.18 -0.196
C 3.32 0.17 -6.22 -0.185
C 2.86 1.46 -6.01 -0.214
C 2.41 1.83 -4.75 -0.196
C 3.27 1.39 -0.97 -0.371
C 3.02 1.36 0.40 -0.191
C 4.08 1.36 1.30 -0.194
C 5.38 1.39 0.81 -0.176
C 5.63 1.45 -0.55 -0.201
C 4.57 1.45 -1.45 -0.216
H -0.89 2.05 -2.20 0.234
H -2.08 4.23 -2.18 0.224
H -0.78 6.33 -2.01 0.222
H 1.69 6.26 -1.92 0.223
H 2.87 4.08 -1.94 0.225
H 2.88 -1.10 -3.11 0.235
H 3.70 -1.76 -5.36 0.224
H 3.68 -0.12 -7.20 0.222
H 2.86 2.18 -6.82 0.223
H 2.04 2.84 -4.57 0.226
H 2.00 1.36 0.78 0.230
H 3.89 1.32 2.36 0.237
H 6.21 1.37 1.51 0.223
H 6.65 1.48 -0.91 0.220
H 4.76 1.47 -2.52 0.224
```

Results
HOMO level: -8.052 eV
Orbital gap: 0.294 Eh

Record 3
Below is C22H22Br4NO5PReS2 as an isolated structure, with properties calculated with ωB97M-V/def2-TZVPD.

Structure (XYZ):
```
58
Properties=species:S:1:pos:R:3:lowdin_spin:R:1
Re 0.28 0.27 0.34 1.645
Br 0.34 -6.43 -1.65 0.000
C -0.21 -4.65 -1.31 0.003
C -1.41 -4.17 -1.82 0.006
Br -2.53 -5.28 -2.87 0.001
C -1.79 -2.85 -1.56 0.004
Br -3.41 -2.12 -2.22 0.001
C -0.99 -2.01 -0.81 0.005
O -1.32 -0.76 -0.49 0.048
C 0.24 -2.50 -0.29 0.006
O 0.95 -1.66 0.43 0.060
C 0.61 -3.81 -0.55 0.006
Br 2.26 -4.37 0.17 0.001
N 2.04 0.97 1.42 0.019
C 3.27 0.31 1.06 0.004
C 4.06 -0.23 2.07 -0.001
C 5.21 -0.92 1.77 0.004
C 5.58 -1.07 0.44 -0.001
C 4.79 -0.53 -0.56 0.004
C 3.62 0.18 -0.28 0.002
C 2.79 0.72 -1.40 0.030
C 3.45 1.18 -2.55 -0.005
C 2.74 1.58 -3.66 0.035
C 1.36 1.53 -3.65 -0.003
C 0.70 1.11 -2.50 0.042
C 1.39 0.73 -1.34 0.009
H 1.85 0.82 2.41 0.005
H 2.10 1.98 1.29 0.005
H 3.74 -0.12 3.10 0.000
H 5.81 -1.36 2.56 0.000
H 6.47 -1.63 0.18 0.000
H 5.06 -0.69 -1.60 0.000
H 4.54 1.22 -2.56 -0.001
H 3.27 1.94 -4.54 0.003
H 0.78 1.83 -4.52 -0.001
H -0.39 1.11 -2.49 0.004
C -2.69 6.69 -0.37 0.000
C -3.40 5.52 0.28 0.000
O -2.43 4.58 0.76 0.001
P -2.25 3.18 -0.01 0.006
S -0.61 2.44 0.97 0.034
S -2.20 3.31 -1.95 0.004
O -3.57 2.43 0.52 0.002
C -3.90 1.14 -0.04 0.000
C -4.52 0.30 1.05 0.000
H -3.42 7.44 -0.69 0.000
H -2.13 6.35 -1.24 0.000
H -2.01 7.16 0.34 0.000
H -4.07 5.04 -0.43 0.000
H -3.98 5.83 1.15 0.000
H -3.02 0.65 -0.44 0.000
H -4.60 1.30 -0.86 0.000
H -3.84 0.20 1.90 0.000
H -4.74 -0.70 0.67 0.000
H -5.45 0.74 1.42 0.000
O -0.98 -0.29 2.31 0.011
H -1.40 0.59 2.33 0.003
H -1.62 -0.86 1.87 0.001
```

Results
Spin multiplicity: 3
Charge: -1
HOMO level (spin up / spin down): -4.100 / -4.043 eV
Orbital gap (spin up / spin down): 0.239 / 0.237 Eh

Record 4
Below is a 2-piece molecular cluster, C22H22BrClF5IN2O8P2S overall in a non-equilibrium geometry, with properties calculated with ωB97M-V/def2-TZVPD.

Structure (XYZ):
```
65
Properties=species:S:1:pos:R:3:nbo_charge:R:1
C 2.96 -1.57 2.55 -0.938
P 2.01 -2.21 1.14 0.776
C 1.64 -3.97 1.49 -0.936
C 0.41 -1.30 0.86 -0.307
C -0.47 -0.85 1.86 -0.136
I -0.13 -1.38 3.86 0.231
C -1.57 -0.07 1.53 -0.075
C -1.84 0.22 0.19 -0.190
C -1.05 -0.28 -0.84 0.164
C -1.35 -0.05 -2.30 -0.481
C -2.03 -1.28 -2.95 -0.374
C -3.54 -1.42 -2.74 -0.430
C -3.91 -2.04 -1.40 -0.663
S -4.93 -3.50 -1.54 2.113
O -5.57 -3.56 -2.82 -0.895
O -4.18 -4.63 -1.08 -0.903
Cl -6.37 -3.16 -0.13 -0.229
C 0.10 -1.02 -0.48 -0.352
P 1.24 -1.51 -1.86 1.312
N 2.09 -0.26 -2.35 -1.299
C -3.01 1.10 -0.11 0.525
O -3.67 1.06 -1.12 -0.499
C -3.38 2.09 0.95 -0.098
Br -4.22 3.65 0.39 0.176
C -3.16 1.78 2.22 0.041
N -3.58 2.65 3.28 -0.563
C -4.75 2.23 3.94 0.994
O -5.46 1.35 3.62 -0.523
F -5.02 3.06 4.95 -0.310
C -2.52 3.07 4.14 0.982
O -2.20 2.61 5.17 -0.473
F -1.88 4.10 3.58 -0.304
C -2.51 0.48 2.56 0.505
O -2.77 -0.04 3.61 -0.460
H 4.01 -1.81 2.42 0.247
H 2.86 -0.48 2.56 0.252
H 2.63 -1.91 3.53 0.227
H 2.51 -4.52 1.13 0.241
H 0.78 -4.33 0.94 0.244
H 1.54 -4.20 2.55 0.232
H -1.97 0.82 -2.44 0.245
H -0.41 0.14 -2.81 0.238
H -1.58 -2.16 -2.49 0.192
H -1.83 -1.29 -4.02 0.222
H -3.92 -2.04 -3.55 0.243
H -4.01 -0.45 -2.87 0.240
H -4.44 -1.35 -0.74 0.262
H -3.04 -2.38 -0.84 0.250
H 0.46 -2.09 -2.87 -0.059
H 2.02 -2.55 -1.39 -0.026
H 1.90 -0.11 -3.34 0.367
C 6.21 3.41 -2.87 -0.641
C 6.72 3.22 -1.46 -0.076
O 5.64 2.95 -0.54 -0.481
C 5.14 1.73 -0.57 0.694
O 5.50 0.82 -1.25 -0.528
C 4.01 1.61 0.48 0.901
F 3.15 2.63 0.39 -0.310
F 4.53 1.62 1.72 -0.319
F 3.34 0.48 0.31 -0.297
H 5.47 4.20 -2.91 0.215
H 7.04 3.67 -3.53 0.221
H 5.75 2.50 -3.25 0.230
H 7.18 4.13 -1.09 0.196
H 7.45 2.42 -1.39 0.197
```

Results
HOMO level: -8.297 eV
Orbital gap: 0.230 Eh

Record 5
Below is C22H22CaN6O3PTe as an isolated structure, with properties calculated with ωB97M-V/def2-TZVPD.

Structure (XYZ):
```
56
Properties=species:S:1:pos:R:3:nbo_charge:R:1
Ca 1.58 -2.21 1.34 1.750
C 0.65 -4.79 -2.71 0.013
C 1.23 -4.40 -1.51 0.024
N 0.70 -3.44 -0.76 -0.489
C -0.42 -2.86 -1.23 0.113
C -0.99 -3.27 -2.43 0.018
N -0.46 -4.23 -3.17 -0.328
C -1.00 -1.77 -0.39 0.268
C -1.75 -0.73 -0.91 -0.261
C -2.19 0.29 -0.06 0.150
C -1.87 0.18 1.29 -0.226
C -1.12 -0.90 1.74 0.208
N -0.70 -1.85 0.90 -0.573
C -0.68 -1.07 3.16 0.143
C -1.15 -0.25 4.17 0.032
N -0.76 -0.38 5.44 -0.325
C 0.11 -1.34 5.69 0.016
C 0.59 -2.17 4.68 0.019
N 0.20 -2.04 3.42 -0.494
C -2.95 1.46 -0.58 -0.081
C -3.52 2.40 0.27 -0.223
C -4.22 3.47 -0.27 0.050
N -4.39 3.66 -1.57 -0.378
C -3.84 2.77 -2.38 0.049
C -3.12 1.66 -1.95 -0.227
H 1.10 -5.58 -3.30 0.222
H 2.14 -4.86 -1.15 0.217
H -1.90 -2.82 -2.79 0.213
H -1.95 -0.70 -1.97 0.229
H -2.16 0.95 1.98 0.228
H -1.87 0.54 3.98 0.207
H 0.44 -1.47 6.71 0.221
H 1.30 -2.96 4.91 0.211
H -3.45 2.32 1.35 0.213
H -4.67 4.20 0.39 0.206
H -3.98 2.93 -3.44 0.205
H -2.72 1.00 -2.69 0.211
C 2.64 3.84 -0.10 -0.637
C 3.75 2.86 0.20 -0.057
O 3.26 1.80 1.06 -0.830
P 2.61 0.44 0.61 2.044
O 1.68 -0.03 1.71 -1.239
Te 4.15 -1.30 0.11 -0.650
O 1.67 0.71 -0.66 -0.864
C 2.12 0.83 -2.03 -0.068
C 1.37 -0.17 -2.87 -0.628
H 3.04 4.65 -0.72 0.228
H 2.26 4.28 0.82 0.226
H 1.82 3.38 -0.64 0.210
H 4.55 3.32 0.76 0.210
H 4.18 2.42 -0.70 0.182
H 3.20 0.65 -2.08 0.202
H 1.92 1.85 -2.33 0.193
H 1.60 -1.19 -2.55 0.211
H 1.66 -0.07 -3.92 0.233
H 0.29 0.00 -2.81 0.202
```

Results
Charge: +1
HOMO level: -10.645 eV
Orbital gap: 0.248 Eh

What did the second record say?
Below is C22H21O6PZn as an isolated structure in a non-equilibrium geometry, with properties calculated with ωB97M-V/def2-TZVPD.

Structure (XYZ):
```
51
Properties=species:S:1:pos:R:3:nbo_charge:R:1
Zn 0.28 -0.56 0.05 1.723
O -0.33 -0.66 3.75 -0.588
C 0.05 -0.71 2.61 0.644
O -0.35 0.11 1.65 -0.953
C 1.09 -1.81 2.16 0.645
O 1.67 -2.48 2.98 -0.593
O 1.26 -1.91 0.85 -0.960
C -2.11 -3.16 -2.58 -0.640
C -1.08 -2.15 -2.14 -0.068
O -1.36 -1.66 -0.81 -0.781
H -1.90 -3.48 -3.60 0.224
H -3.11 -2.72 -2.55 0.218
H -2.09 -4.04 -1.93 0.210
H -1.08 -1.27 -2.78 0.190
H -0.07 -2.58 -2.16 0.178
H -1.58 -2.41 -0.25 0.500
O 0.85 0.27 -1.60 -1.223
P 1.83 1.32 -2.06 1.931
C 1.05 2.94 -2.08 -0.366
C -0.34 2.98 -2.15 -0.200
C -0.99 4.20 -2.13 -0.192
C -0.26 5.37 -2.05 -0.182
C 1.12 5.34 -1.99 -0.212
C 1.79 4.12 -2.00 -0.197
C 2.42 0.91 -3.71 -0.356
C 2.88 -0.39 -3.93 -0.203
C 3.34 -0.76 -5.18 -0.196
C 3.32 0.17 -6.22 -0.185
C 2.86 1.46 -6.01 -0.214
C 2.41 1.83 -4.75 -0.196
C 3.27 1.39 -0.97 -0.371
C 3.02 1.36 0.40 -0.191
C 4.08 1.36 1.30 -0.194
C 5.38 1.39 0.81 -0.176
C 5.63 1.45 -0.55 -0.201
C 4.57 1.45 -1.45 -0.216
H -0.89 2.05 -2.20 0.234
H -2.08 4.23 -2.18 0.224
H -0.78 6.33 -2.01 0.222
H 1.69 6.26 -1.92 0.223
H 2.87 4.08 -1.94 0.225
H 2.88 -1.10 -3.11 0.235
H 3.70 -1.76 -5.36 0.224
H 3.68 -0.12 -7.20 0.222
H 2.86 2.18 -6.82 0.223
H 2.04 2.84 -4.57 0.226
H 2.00 1.36 0.78 0.230
H 3.89 1.32 2.36 0.237
H 6.21 1.37 1.51 0.223
H 6.65 1.48 -0.91 0.220
H 4.76 1.47 -2.52 0.224
```

Results
HOMO level: -8.052 eV
Orbital gap: 0.294 Eh